The following is a quantum chemistry calculation of C3H7NO2 in the gas phase at a distorted geometry, from OMol25.

The geometry in ORCA input format:
```
! wB97M-V def2-TZVPD RIJCOSX def2/J DEFGRID3
* xyz 0 1
C 1.80330 -0.49754 -0.32059
C 0.47215 0.21780 -0.52915
O -0.11856 -0.12291 -1.57303
N -0.14804 0.74890 0.49917
C -1.62418 0.49181 0.66196
O -2.02098 -0.70814 0.07968
H 1.76987 -1.60811 -0.16762
H 2.64128 -0.04808 0.29332
H 2.32381 -0.60216 -1.30588
H 0.37291 1.00291 1.32561
H -2.09707 1.35367 0.03289
H -1.99721 0.52854 1.68516
H -1.37729 -0.75670 -0.68153
*
```

- energy above the lowest of the compared OMol25 structures with the same formula, charge and spin (kJ/mol) = 168.5
- HOMO energy (eV) = -10.064
- Kohn-Sham gap (eV) = 10.8

=====

The following is a quantum chemistry calculation of a molecular structure, C6H10N3O4PS at a distorted geometry, from OMol25.

The geometry in ORCA input format:
```
! wB97M-V def2-TZVPD RIJCOSX def2/J DEFGRID3
* xyz 0 1
C 0.71647 -1.01742 0.33085
C 0.90011 -0.37274 -1.73895
C -0.52295 -0.92476 -0.23266
C -1.58353 1.44935 0.81773
C -1.84900 -1.02643 0.43984
C -2.54244 0.34602 0.33020
N -0.38536 -0.52880 -1.53890
N 1.60717 -0.68770 -0.64766
N -2.95013 0.70284 -1.02352
O -1.69982 2.57646 0.12885
O -0.80468 1.31648 1.72193
O 3.23164 0.30268 1.62778
O 4.43010 -1.42310 0.34392
P 3.76325 -0.00607 0.15743
S 4.75222 1.34554 -0.78550
H 1.01410 -1.29828 1.32066
H 1.34179 -0.07157 -2.66639
H -1.68964 -1.27112 1.49060
H -2.48085 -1.79388 -0.01647
H -3.42286 0.37391 0.98497
H -2.18538 0.44817 -1.65460
H -2.34621 2.40703 -0.59582
H -3.75952 0.16242 -1.30525
H 2.60559 1.02923 1.69523
H 3.85994 -2.03826 0.81572
*
```

- energy above the lowest of the compared OMol25 structures with the same formula, charge and spin (kJ/mol) = 0.0
- HOMO energy (eV) = -8.375
- Kohn-Sham gap (eV) = 7.2

=====

The following is a quantum chemistry calculation of C3H4N4 in the gas phase at a distorted geometry, from OMol25.

The geometry in ORCA input format:
```
! wB97M-V def2-TZVPD RIJCOSX def2/J DEFGRID3
* xyz 0 1
H -0.25302 2.40152 1.06423
N -0.03170 1.48484 1.83694
C -0.35198 0.28837 1.32650
N -0.07813 -0.20007 0.02962
C -0.03689 -1.42641 -0.40625
N 0.22980 -1.53562 -1.65348
N 0.61305 -0.17642 -2.11968
C 0.22508 0.53783 -1.08079
H -0.86929 -0.55206 1.81111
H 0.04381 -2.48371 0.32230
H 0.50927 1.66173 -1.13052
*
```

- energy above the lowest of the compared OMol25 structures with the same formula, charge and spin (kJ/mol) = 450.3
- HOMO energy (eV) = -10.106
- Kohn-Sham gap (eV) = 9.6

=====

The following is a quantum chemistry calculation of 5 unconnected molecules or ions with the total composition C32H62FN8O6 at a distorted geometry, from OMol25.

The geometry in ORCA input format:
```
! wB97M-V def2-TZVPD RIJCOSX def2/J DEFGRID3
* xyz 1 1
C 1.11865 1.11580 1.94758
N 2.17749 1.61042 1.03235
C 3.00919 0.46638 0.52226
N 2.71383 0.18751 -0.88305
C 2.06478 1.32951 -1.44191
N 2.66330 2.44959 -1.83657
N 0.63287 1.00856 -1.55386
C 0.71452 -0.36545 -2.03226
F 1.28952 -0.16667 -3.35446
C -0.55670 -1.18970 -2.35327
C -1.42010 -1.68243 -1.12822
C -1.51109 -0.69033 0.08532
C -2.42086 0.56836 -0.21891
O -3.73810 0.40904 0.32858
C 1.95586 -1.00479 -1.28397
C 1.73253 -2.21957 -0.32304
O 2.93558 -2.76274 0.25646
C 2.49879 -3.55519 1.35972
C 1.59042 -4.68269 1.10338
C 1.04402 -5.53569 2.13313
C 0.06759 -6.67790 1.69213
C 1.41155 -5.26281 3.51204
C 2.34299 -4.17996 3.76178
C 2.91103 -3.30952 2.74715
C 3.90802 -2.15273 3.04771
C 5.14576 -2.81843 3.82313
C 3.31071 -1.04632 4.01939
H 1.20284 0.03956 2.23427
H 1.16369 1.71778 2.89193
H 0.07857 1.27711 1.53720
H 2.82578 2.13251 1.63145
H 2.98483 -0.41275 1.20583
H 4.06940 0.85494 0.56584
H 2.45465 3.36626 -1.44804
H 3.32183 2.42788 -2.61906
H 0.26215 1.17578 -0.61194
H -1.26275 -0.67731 -3.06554
H -0.21768 -2.11581 -2.90008
H -2.46427 -1.93123 -1.46766
H -1.01473 -2.65515 -0.72535
H -2.02579 -1.25553 0.91585
H -0.49509 -0.44032 0.47527
H -1.94200 1.45386 0.28619
H -2.48122 0.68710 -1.32673
H -3.69632 0.46585 1.29790
H 2.57865 -1.41500 -2.13205
H 1.07397 -1.89156 0.52954
H 1.14404 -2.97642 -0.91088
H 1.31899 -4.82943 0.02781
H -0.26531 -7.31353 2.54458
H 0.64221 -7.35713 0.99991
H -0.80427 -6.30121 1.10794
H 0.98762 -5.87265 4.33619
H 2.62133 -4.01053 4.83176
H 4.35591 -1.72962 2.10870
H 5.52586 -3.63511 3.15043
H 4.72722 -3.29019 4.74344
H 5.93544 -2.05694 4.01981
H 2.18094 -0.93610 3.93497
H 3.64678 -1.28548 5.05739
H 3.74480 -0.04920 3.74857
C -5.01116 0.46654 -4.52499
C -3.53640 0.43339 -4.82548
O -2.71551 0.01152 -4.01095
N -3.12432 0.88415 -6.03026
C -3.92672 1.41425 -7.11514
H -5.18213 0.07378 -3.52425
H -5.37995 1.49268 -4.56153
H -5.55471 -0.15495 -5.23810
H -2.12576 0.82975 -6.15805
H -3.76266 0.79448 -7.99661
H -3.59134 2.43015 -7.32926
H -4.98543 1.42629 -6.87180
C -1.81428 -0.33118 4.43630
C -0.65584 -0.25554 5.39192
O 0.46384 0.10706 5.03344
N -0.87359 -0.60242 6.68129
C -2.10839 -1.05122 7.29418
H -1.48345 -0.02276 3.44479
H -2.18233 -1.35842 4.37464
H -2.60910 0.33698 4.75731
H -0.05061 -0.52682 7.26079
H -2.36689 -0.36111 8.09896
H -1.94445 -2.04361 7.71835
H -2.92571 -1.09455 6.58061
C 0.10239 2.29551 -7.58739
C -0.45650 2.06812 -8.96988
O -1.38341 1.29759 -9.18370
N 0.10485 2.75336 -9.99872
C 1.19954 3.70288 -9.95692
H -0.44236 1.68303 -6.87402
H 1.15466 2.00866 -7.55470
H -0.01204 3.34276 -7.30194
H -0.31951 2.55082 -10.89186
H 0.84556 4.65858 -10.34789
H 2.00301 3.33508 -10.59777
H 1.57903 3.84452 -8.94912
C -0.30103 3.38465 4.87954
C -1.79791 3.39552 4.70950
O -2.49140 2.41055 4.93895
N -2.37962 4.54720 4.28720
C -1.74484 5.81020 3.96562
H 0.01593 2.40050 5.22000
H 0.18706 3.59454 3.92575
H -0.00180 4.12234 5.62627
H -3.38279 4.47889 4.19731
H -2.16074 6.58303 4.61437
H -1.97383 6.05976 2.92761
H -0.66754 5.77078 4.09760
*
```

- HOMO energy (eV) = -10.580
- Kohn-Sham gap (eV) = 6.3

=====

The following is a quantum chemistry calculation of C6H12O in the gas phase at a distorted geometry, from OMol25.

The geometry in ORCA input format:
```
! wB97M-V def2-TZVPD RIJCOSX def2/J DEFGRID3
* xyz 0 1
C -2.19966 -0.21446 0.83915
C -1.21684 0.75459 0.20271
C -0.39678 0.13961 -0.92262
C 0.75400 0.94610 -1.33576
C 0.91089 -0.53274 -0.64149
C 1.41538 -0.64436 0.78950
O 2.72581 -1.17581 0.82050
H -2.86125 -0.64370 0.07917
H -2.82278 0.28692 1.58512
H -1.67526 -1.03897 1.33134
H -0.56766 1.20440 0.96531
H -1.76296 1.59374 -0.24893
H -1.02032 -0.27114 -1.71096
H 0.92127 1.00730 -2.41679
H 1.14029 1.76961 -0.75892
H 1.69283 -0.38832 -1.39576
H 1.46516 0.33156 1.28450
H 0.72674 -1.26667 1.39595
H 2.77115 -1.85765 0.13799
*
```

- energy above the lowest of the compared OMol25 structures with the same formula, charge and spin (kJ/mol) = 308.4
- HOMO energy (eV) = -8.552
- Kohn-Sham gap (eV) = 9.7

=====

The following is a quantum chemistry calculation of a molecular structure, C22H26Cl2EuN5O5S2 at a distorted geometry, from OMol25.

The geometry in ORCA input format:
```
! wB97M-V def2-TZVPD RIJCOSX def2/J DEFGRID3
* xyz -1 8
Eu -1.64104 -0.19003 0.96768
C -0.05779 -4.28845 2.56343
C 0.01578 -2.94679 1.83130
N -0.68674 -2.64019 0.77455
C -1.36398 -3.56126 -0.10413
C -1.66519 -2.83819 -1.39681
N -2.29832 -1.53631 -1.16023
C -2.54416 -0.63913 -2.28478
C -2.76686 0.85317 -1.89565
N -1.70300 1.31160 -0.95722
C -1.65029 2.73457 -0.54951
C -0.47684 3.04232 0.41904
N -0.12916 1.85120 1.17202
C 0.89262 1.77525 1.93532
C 1.71378 2.97047 2.35403
C 1.33363 0.42704 2.38938
C 2.45606 0.20955 3.16428
C 2.86155 -1.08198 3.52077
C 2.09140 -2.17716 3.15061
C 0.90922 -1.88651 2.40294
N 0.51405 -0.65061 2.13963
H -1.00161 -4.73131 2.35196
H 0.03706 -4.21560 3.66717
H 0.63986 -5.01738 2.20479
H -2.29108 -3.94150 0.37472
H -0.70399 -4.42071 -0.25774
H -2.35212 -3.48348 -2.04590
H -0.73411 -2.52123 -1.97053
H -3.15217 -1.61255 -0.65367
H -3.32832 -0.95978 -3.01577
H -1.64356 -0.68457 -2.93601
H -3.74482 0.99958 -1.40458
H -2.73553 1.45949 -2.82048
H -0.76627 1.02778 -1.31765
H -2.61449 3.00070 -0.11659
H -1.56655 3.39817 -1.43173
H -0.80559 3.78223 1.15932
H 0.30510 3.46923 -0.24228
H 1.25984 3.85608 1.95692
H 2.70986 2.68610 1.92663
H 1.87403 3.06043 3.45115
H 3.03388 1.07120 3.37246
H 3.75880 -1.20305 4.08755
H 2.35279 -3.18621 3.35431
Cl 5.86063 1.84558 -3.33230
C 4.32317 1.16910 -3.04376
C 4.24388 0.14998 -1.99751
C 3.00898 -0.27339 -1.58161
Cl 2.86718 -1.55566 -0.54370
C 1.77440 0.42861 -2.04162
O 0.69754 0.17381 -1.47537
C 1.95652 1.30834 -3.18678
C 0.84919 2.07215 -3.78672
O -0.36522 1.98452 -3.53433
C 3.21475 1.67072 -3.69220
H 5.16996 -0.01887 -1.44553
H 1.14027 2.70825 -4.66144
H 3.30471 2.35723 -4.54226
O -5.28000 0.87730 3.07468
S -4.48270 0.70816 1.88072
O -3.93949 -0.70994 1.61762
O -3.15122 1.46845 1.88803
S -5.52832 1.06344 0.27340
*
```

- energy above the lowest of the compared OMol25 structures with the same formula, charge and spin (kJ/mol) = 339.8
- HOMO energy (spin up / spin down) (eV) = -2.320 / -4.673
- Kohn-Sham gap (spin up / spin down) (eV) = 4.2 / 5.2

=====

The following is a quantum chemistry calculation of a molecular structure, C23H35AsBClN10O6OsSi2 at a distorted geometry, from OMol25.

The geometry in ORCA input format:
```
! wB97M-V def2-TZVPD RIJCOSX def2/J DEFGRID3
* xyz 1 2
Os 0.89770 0.50121 -0.30362
C 2.34479 0.16033 -4.30694
C 1.50247 0.69024 -3.34509
N 1.73150 0.10765 -2.15994
N 2.72880 -0.79617 -2.35923
C 3.10714 -0.78023 -3.64045
B 3.13854 -1.60746 -1.12936
N 1.82229 -2.29800 -0.64772
C 1.62835 -3.60453 -0.44591
C 0.34784 -3.78301 0.03944
C -0.17633 -2.50159 0.10756
N 0.70913 -1.59760 -0.33305
N 3.55382 -0.62805 -0.00605
C 4.75939 -0.28865 0.45434
C 4.60129 0.48027 1.59326
C 3.23036 0.58953 1.74627
N 2.58552 -0.08574 0.78952
N 4.19405 -2.64938 -1.35710
C 4.94632 -3.29139 -0.42049
C 5.60428 -4.31792 -1.04333
C 5.18053 -4.23837 -2.38472
N 4.32954 -3.24789 -2.56753
H 2.38969 0.42747 -5.34702
H 0.74739 1.43837 -3.48723
H 3.86732 -1.46173 -3.97667
H 2.41067 -4.31076 -0.66806
H -0.13849 -4.70427 0.30465
H -1.17215 -2.25279 0.43529
H 5.65178 -0.63436 -0.04040
H 5.36986 0.90149 2.21515
H 2.67082 1.09578 2.51390
H 4.94783 -2.98005 0.61080
H 6.29039 -5.01902 -0.60204
H 5.46357 -4.86007 -3.21894
C -1.63511 0.11160 4.05951
Si -2.79038 -0.51513 2.73362
C -4.40958 0.43090 2.68656
C -3.02836 -2.36447 2.86549
As -1.65820 0.04110 0.68971
Si -3.16879 -0.26268 -1.17298
C -4.03530 1.36461 -1.46244
C -4.34812 -1.59173 -0.58141
C -2.15657 -0.91593 -2.60273
H -2.14484 0.12014 5.02601
H -1.29235 1.12845 3.85738
H -0.75599 -0.52926 4.14634
H -4.45705 1.12967 3.52416
H -5.25467 -0.25412 2.77272
H -4.53884 1.00660 1.76891
H -3.14109 -2.63085 3.91943
H -2.17514 -2.93066 2.48764
H -3.92175 -2.69938 2.33764
H -5.11605 1.21025 -1.46282
H -3.74208 1.78628 -2.42468
H -3.78985 2.10563 -0.70250
H -5.01001 -1.24460 0.21404
H -3.81911 -2.48006 -0.22729
H -4.97389 -1.90754 -1.42040
H -1.13853 -1.17269 -2.30510
H -2.07915 -0.16834 -3.39286
H -2.62648 -1.81257 -3.01161
O -1.58611 3.62632 -1.24047
Cl -0.66721 2.86093 -2.01874
O -1.08279 2.75897 -3.37159
O 0.66916 3.32576 -1.87517
O -0.70603 1.44083 -1.45787
C -2.72681 4.30509 1.72075
N -1.32318 3.89020 1.64512
C -0.31799 4.82452 1.77211
C 0.95716 4.51838 1.51794
C 1.26946 3.18993 1.03879
O 2.35017 2.84480 0.61377
N 0.23576 2.23808 1.03607
C -1.00778 2.64153 1.23984
O -2.01962 1.83324 1.12553
H -2.78233 5.18862 2.35044
H -3.32329 3.51374 2.16294
H -3.10015 4.53342 0.72304
H -0.64200 5.80663 2.08469
H 1.74490 5.25048 1.59120
*
```

- energy above the lowest of the compared OMol25 structures with the same formula, charge and spin (kJ/mol) = 206.4
- HOMO energy (spin up / spin down) (eV) = -10.530 / -11.102
- Kohn-Sham gap (spin up / spin down) (eV) = 7.4 / 7.5

=====

The following is a quantum chemistry calculation of Cl2OS in the gas phase at a distorted geometry, from OMol25.

The geometry in ORCA input format:
```
! wB97M-V def2-TZVPD RIJCOSX def2/J DEFGRID3
* xyz 0 1
O -0.09008 0.51008 2.22107
S 0.59921 -0.14623 -0.95194
Cl -1.18553 0.17342 -2.10556
Cl 0.67640 -0.53727 0.83643
*
```

- energy above the lowest of the compared OMol25 structures with the same formula, charge and spin (kJ/mol) = 549.0
- HOMO energy (spin up / spin down) (eV) = -10.191 / -10.183
- Kohn-Sham gap (spin up / spin down) (eV) = 7.9 / 7.9